C10H9N3O2 | wB97M-V/def2-TZVPD

```
24
Properties=species:S:1:pos:R:3
C 2.4890 0.5175 -0.2755
H 4.5254 0.8482 -0.2513
N 1.3480 -1.5729 1.2098
O 0.9265 2.5034 -0.5989
H -1.8376 -2.4367 0.7547
H -3.9606 -1.4649 0.7949
C 0.5357 -0.9535 -0.1383
C -3.2647 0.5901 0.3990
C -0.8286 -0.5350 0.2549
H 1.4290 -2.0269 -1.5125
C -3.0893 -0.7437 0.5863
C 3.6437 0.7182 -0.8200
O 0.6000 -1.9858 -1.0474
H 1.3474 -2.6828 1.2732
N 1.2015 0.3268 -0.3805
C -1.8640 -1.3731 0.5721
N 2.0413 -0.9384 1.8634
C -2.2147 1.4293 0.0830
H 0.4560 3.2730 -0.6321
H -2.2918 2.4930 -0.2519
C 0.2854 1.3169 -0.3260
H 3.8937 0.9136 -1.8958
C -0.9779 0.8285 0.0007
H -4.3936 0.9551 0.3383
```

The calculation puts the HOMO-LUMO gap (alpha / beta) at 6.53 / 6.68 eV. As for the LUMO energy (alpha / beta): 0.0077 / 0.0178 hartree. Its spin multiplicity is 1. For the HOMO energy (alpha / beta), the calculation gives -6.3 / -6.2 eV. The energy above the lowest of the compared OMol25 structures with the same formula, charge and spin is 160.70 kcal/mol. The largest force on an atom is 4.177 eV Å⁻¹.